[1]
This record from the Open Molecules 2025 dataset describes a gas-phase ion, C4H10NO2 (charge +1) at a distorted geometry. The level of theory is ωB97M-V/def2-TZVPD.

The geometry in XYZ format:
```
17
Properties=species:S:1:pos:R:3:forces:R:3:lowdin_charge:R:1
C -0.7495 -1.0174 -1.4730 -1.5 0.1 1.2 0.037
N -0.8468 -0.3773 -0.1480 -1.5 2.1 0.6 -0.108
C -0.7805 1.2012 -0.3462 1.8 -1.2 -0.6 -0.035
O 0.5954 1.4600 -0.1294 -1.6 0.5 1.0 -0.044
C 1.2719 0.4838 0.6925 0.3 0.1 -0.4 -0.317
O 1.4198 0.6716 2.0705 1.0 1.4 0.0 0.019
C 0.3002 -0.7332 0.6697 1.3 0.1 0.5 -0.039
H 0.2090 -0.7247 -1.7825 1.2 0.1 -1.1 0.109
H -0.8506 -2.0618 -1.2871 0.1 -0.9 -0.4 0.112
H -1.5631 -0.6218 -2.0480 -0.2 -0.1 -0.7 0.112
H -1.7588 -0.4714 0.3628 1.0 -0.7 -0.8 0.212
H -0.8715 1.3515 -1.4503 -0.8 0.3 1.2 0.154
H -1.5658 1.6069 0.3307 0.9 0.2 -0.5 0.160
H 2.2190 0.5113 0.1087 -0.3 -0.9 0.9 0.181
H 2.1901 1.2336 2.3921 -1.3 -0.9 -1.2 0.163
H 0.7261 -1.6676 0.3331 0.2 -0.1 -0.2 0.146
H 0.0551 -0.8449 1.7044 -0.6 -0.2 0.5 0.138
```
Forces are in eV/Å.

Output
- E_tot: -9887.2027 eV
- Net charge: +1
- F_max: 2.64 eV/A
- HOMO energy: -15.50 eV
- Molecular weight: 104.1 Da

[2]
This record from the Open Molecules 2025 dataset describes a molecular structure, C24H56AsCl3F5LiN4O4P2Si3Te. The level of theory is ωB97M-V/def2-TZVPD.

The geometry in XYZ format:
```
104
Properties=species:S:1:pos:R:3:forces:R:3:lowdin_charge:R:1
Li 0.3571 0.1218 0.7530 0.1 0.1 0.1 0.493
C -0.1834 3.2860 -3.4803 0.0 0.0 0.0 -0.123
N 0.3683 2.4520 -2.4368 0.0 0.0 -0.1 -0.287
C 0.9560 1.1878 -2.8803 0.0 0.0 0.1 -0.102
P 0.5141 2.9690 -0.8978 0.1 0.3 -0.2 0.502
O 1.0752 2.0154 0.0630 0.0 -0.3 0.2 -0.302
O -1.0573 3.3011 -0.4579 -0.1 0.0 0.0 -0.272
P -2.0942 2.2322 0.1186 0.0 0.0 0.1 0.467
O -1.5857 0.8679 0.3075 0.0 -0.1 -0.1 -0.302
N -3.3672 2.2004 -0.9631 0.0 0.1 0.0 -0.284
C -4.0901 3.4335 -1.2062 0.0 0.0 0.0 -0.116
C -3.1819 1.3956 -2.1642 0.0 0.0 0.0 -0.110
N -2.6352 2.9843 1.4749 0.0 0.1 -0.1 -0.285
C -3.3363 2.2104 2.4827 0.0 -0.1 0.0 -0.086
C -2.5572 4.4076 1.7317 0.0 0.0 0.0 -0.116
N 1.0613 4.5242 -0.9022 0.0 0.0 0.0 -0.279
C 1.2022 5.1435 0.4152 0.0 0.0 0.0 -0.096
C 2.0537 5.0272 -1.8446 0.0 0.0 0.0 -0.116
H 0.5937 3.6286 -4.1733 0.0 0.0 0.0 0.080
H -0.6768 4.1592 -3.0519 0.0 0.0 0.0 0.079
H -0.9181 2.7205 -4.0628 0.0 0.0 0.0 0.068
H 1.8341 1.3671 -3.5022 0.0 0.0 0.0 0.082
H 0.2026 0.6300 -3.4454 0.0 0.0 0.0 0.085
H 1.2418 0.5865 -2.0205 0.0 0.0 0.0 0.033
H -4.2739 3.9552 -0.2681 0.0 0.0 0.0 0.064
H -5.0567 3.2032 -1.6611 0.0 0.0 0.0 0.080
H -3.5480 4.1110 -1.8814 0.0 0.0 0.0 0.083
H -2.5770 0.5213 -1.9315 0.0 0.0 0.0 0.039
H -2.6924 1.9654 -2.9634 0.0 0.0 0.0 0.066
H -4.1571 1.0616 -2.5302 0.0 0.0 0.0 0.076
H -4.4114 2.4314 2.4846 0.0 0.0 0.0 0.083
H -2.9279 2.4369 3.4711 0.0 0.0 0.0 0.083
H -3.1888 1.1466 2.3057 0.0 0.0 0.0 0.059
H -2.0443 4.9155 0.9192 0.0 0.0 0.0 0.073
H -2.0029 4.5954 2.6552 0.0 0.0 0.0 0.073
H -3.5615 4.8390 1.8382 0.0 0.0 0.0 0.077
H 0.3848 4.8407 1.0677 0.0 0.0 0.0 0.051
H 1.1652 6.2299 0.2960 0.0 0.0 0.0 0.082
H 2.1511 4.8560 0.8785 0.0 0.0 0.0 0.082
H 2.0608 4.4340 -2.7521 0.0 0.0 0.0 0.057
H 3.0571 4.9764 -1.4190 0.0 0.0 0.0 0.076
H 1.7964 6.0654 -2.0867 0.0 0.0 0.0 0.080
F 4.2125 3.4893 0.5305 0.0 0.0 0.1 -0.564
Te 4.5249 1.8297 -0.5174 -0.1 0.1 -0.2 1.884
F 6.1461 1.3974 0.5042 0.0 0.1 0.0 -0.577
F 3.2379 2.5959 -1.8370 0.2 -0.1 0.0 -0.538
F 5.1005 0.6634 -1.9736 0.0 -0.1 0.1 -0.562
F 5.7107 3.0075 -1.3971 -0.1 0.0 0.0 -0.466
O 1.0860 -1.0932 -0.4809 -0.4 0.5 0.3 -0.510
Cl 2.3686 -2.0888 -3.0686 -0.1 0.0 0.0 0.238
Si 1.7149 -2.3377 -1.1045 0.2 -0.5 -0.3 -0.891
Cl 0.4482 -4.0110 -1.2500 0.0 0.1 0.0 0.212
Cl 3.3832 -3.0802 -0.1261 0.0 -0.1 0.1 0.237
C -3.0947 -4.0154 -0.2523 0.0 0.0 -0.1 -0.344
As -3.1632 -2.1376 -0.8187 0.1 -0.1 0.0 1.167
C -4.9683 -2.2494 -1.6125 0.0 0.0 0.1 -0.346
C -3.6731 -1.2788 0.8996 -0.1 0.0 0.0 -0.358
C -4.6618 -2.0096 1.7391 0.0 0.0 0.0 -0.296
C -4.2441 -2.9595 2.6734 0.0 0.0 0.0 -0.053
C -5.1643 -3.6521 3.4446 0.0 0.0 0.0 -0.085
C -6.5255 -3.4146 3.2994 0.0 0.0 0.0 -0.117
C -6.9552 -2.4704 2.3774 0.0 0.0 0.0 -0.107
C -6.0314 -1.7764 1.6086 0.0 0.0 0.0 -0.070
H -4.0062 -4.3141 0.2663 0.0 0.0 0.0 0.017
H -2.2269 -4.1822 0.3844 0.0 0.0 0.0 -0.013
H -2.9702 -4.6158 -1.1549 0.0 0.0 0.0 0.012
H -5.6721 -2.7637 -0.9563 0.0 0.0 0.0 0.007
H -4.8946 -2.7914 -2.5562 0.0 0.0 0.0 0.008
H -5.3417 -1.2451 -1.8226 0.0 0.0 0.0 0.000
H -4.0550 -0.3010 0.5975 0.0 0.0 0.0 0.052
H -2.7359 -1.1079 1.4272 0.0 0.0 0.0 0.042
H -3.1823 -3.1417 2.8003 0.0 0.0 0.0 0.096
H -4.8130 -4.3757 4.1700 0.0 0.0 0.0 0.100
H -7.2431 -3.9543 3.9053 0.0 0.0 0.0 0.088
H -8.0133 -2.2670 2.2600 0.0 0.0 0.0 0.091
H -6.3723 -1.0306 0.8987 0.0 0.0 0.0 0.106
C 0.4797 1.2697 5.8296 0.0 0.0 0.0 -0.210
Si 0.8469 1.2152 3.9482 0.0 0.1 0.1 0.336
C 2.7317 1.1415 3.8978 0.1 -0.1 0.0 -0.175
C 0.3401 2.9465 3.3691 0.0 0.0 0.0 -0.179
C -0.0210 -0.0604 3.0199 0.0 -0.1 -0.1 -0.404
Si -0.0308 -1.7584 3.6267 0.0 0.0 0.0 0.338
C 1.6178 -2.2936 4.3862 0.0 0.0 0.0 -0.194
C -0.3872 -3.0524 2.2840 0.0 0.1 0.0 -0.201
C -1.3328 -2.0811 4.9885 0.0 0.0 0.0 -0.201
H 1.0090 2.0821 6.3403 0.0 0.0 0.0 0.008
H 0.7770 0.3270 6.3011 0.0 0.0 0.0 0.002
H -0.5937 1.3952 6.0065 0.0 0.0 0.0 0.011
H 3.1515 1.9714 4.4752 0.0 0.0 0.0 0.021
H 3.1526 1.1973 2.8924 -0.1 0.0 -0.1 0.021
H 3.0918 0.2117 4.3483 0.0 0.0 0.0 0.010
H 0.9543 3.7229 3.8360 0.0 0.0 0.0 0.031
H -0.7062 3.1331 3.6319 0.0 0.0 0.0 -0.002
H 0.4471 3.0161 2.2868 0.0 0.0 0.0 -0.007
H -1.0426 0.2714 2.7848 0.0 0.0 0.0 -0.050
H 2.4270 -2.1730 3.6611 0.0 0.0 0.0 0.028
H 1.5800 -3.3475 4.6794 0.0 0.0 0.0 0.018
H 1.8721 -1.7039 5.2712 0.0 0.0 0.0 0.009
H 0.5199 -3.2329 1.7023 0.0 0.0 0.0 -0.002
H -1.1272 -2.6794 1.5702 0.0 0.0 0.0 -0.014
H -0.7321 -4.0150 2.6789 0.0 0.0 0.0 0.028
H -1.0899 -1.4865 5.8748 0.0 0.0 0.0 0.006
H -1.3997 -3.1335 5.2886 0.0 0.0 0.0 0.011
H -2.3245 -1.7613 4.6530 0.0 0.0 0.0 0.002
```
Forces are in eV/Å.

Output
- E_tot: -201669.2178 eV
- Net charge: -2
- F_max: 0.68 eV/A
- HOMO energy: -1.84 eV
- Molecular weight: 1021.8 Da